1.
ORCA calculation (the ωB97M-V functional and the def2-TZVPD basis) on 3 unconnected molecules or ions with the total composition C7H14O at a distorted geometry.

Last columns: bonded neighbours and bond lengths (Å).
Element x y z (Å)
1 C -1.69 -0.69 -0.15  C3 1.498, O8 1.399, H10 1.094
2 C 0.41 0.75 -0.60  C4 1.505, C6 1.355, H11 1.087
3 C -2.12 -0.56 1.28  C1 1.498, H12 1.092, H13 1.089, H14 1.098
4 C 0.15 1.88 0.36  C2 1.505, H15 1.091, H16 1.091, H17 1.088
5 C 2.60 0.79 -0.93  H18 1.085, H19 1.085, H20 1.086
6 C 0.53 -0.54 -0.20  C2 1.355, C7 1.300
7 C 1.03 -1.66 0.23  C6 1.300, H21 1.081, H22 1.085
8 O -1.88 -2.00 -0.58  C1 1.399, H9 0.963
9 H -1.62 -2.07 -1.51  O8 0.963
10 H -2.14 0.04 -0.83  C1 1.094
11 H 0.10 0.91 -1.63  C2 1.087
12 H -1.50 -1.18 1.93  C3 1.092
13 H -2.06 0.48 1.61  C3 1.089
14 H -3.16 -0.89 1.41  C3 1.098
15 H 0.75 2.75 0.08  C4 1.091
16 H -0.90 2.17 0.33  C4 1.091
17 H 0.41 1.60 1.38  C4 1.088
18 H 2.92 -0.04 -1.55  C5 1.085
19 H 3.06 0.81 0.06  C5 1.085
20 H 2.65 1.74 -1.44  C5 1.086
21 H 2.10 -1.82 0.30  C7 1.081
22 H 0.37 -2.49 0.44  C7 1.085

The energy relative to the best compared isomer or geometry (same formula, charge and spin) comes out at 6.079 eV. For the HOMO energy (alpha / beta), the calculation gives -0.239 / -0.239 Ha. The calculation puts the total energy at -9527.6874 eV. The calculation puts the molecular weight at 114.2 g mol⁻¹. Its LUMO energy (alpha / beta) is 0.85 / 0.85 eV.

2.
ORCA calculation (the ωB97M-V functional and the def2-TZVPD basis) on 2 unconnected molecules or ions with the total composition C7H14O at a distorted geometry.

Last columns: bonded neighbours and bond lengths (Å).
Element x y z (Å)
1 C -2.32 -1.45 0.70  C2 1.327, H8 1.084, H9 1.077
2 C -1.92 -0.25 1.11  C1 1.327, C3 1.485, H10 1.082
3 C -0.57 0.35 0.96  C2 1.485, C4 1.334, C5 1.505
4 C -0.07 1.07 1.96  C3 1.334, H11 1.095, H12 1.073
5 C 0.30 0.16 -0.25  C3 1.505, C6 1.551, H13 1.099, H14 1.072
6 C 0.94 -1.25 -0.34  C5 1.551, C7 1.510, H15 1.090, H16 1.104
7 C 2.01 -1.30 -1.40  C6 1.510, H17 1.096, H18 1.093, H19 1.092
8 H -1.70 -2.15 0.16  C1 1.084
9 H -3.31 -1.78 0.97  C1 1.077
10 H -2.58 0.40 1.66  C2 1.082
11 H 0.94 1.49 1.91  C4 1.095
12 H -0.60 1.24 2.88  C4 1.073
13 H -0.21 0.28 -1.22  C5 1.099
14 H 1.11 0.87 -0.19  C5 1.072
15 H 0.18 -2.01 -0.48  C6 1.090
16 H 1.36 -1.57 0.63  C6 1.104
17 H 2.82 -0.61 -1.15  C7 1.096
18 H 1.67 -1.05 -2.41  C7 1.093
19 H 2.50 -2.26 -1.55  C7 1.092
20 O -0.31 3.02 -1.58  H21 0.966, H22 0.968
21 H 0.33 3.73 -1.72  O20 0.966
22 H -0.57 3.06 -0.64  O20 0.968

The energy relative to the best compared isomer or geometry (same formula, charge and spin) comes out at 1.565 eV. As for the SMILES: C=CC(=C)CCC.O. For the HOMO energy, the calculation gives -0.329 Ha. The calculation puts the total energy at -9532.2012 eV. The calculation puts the molecular weight at 114.2 g mol⁻¹. Its LUMO energy is 0.83 eV.

3.
ORCA calculation (the ωB97M-V functional and the def2-TZVPD basis) on 2 unconnected molecules or ions with the total composition C7H14O at a distorted geometry.

Last columns: bonded neighbours and bond lengths (Å).
Element x y z (Å)
1 C 1.77 -0.04 -1.25  C2 1.518, H8 1.090, H9 1.081, H10 1.090
2 C 0.54 -0.88 -1.53  C1 1.518, C3 1.521, H11 1.092, H12 1.088
3 C -0.53 -0.72 -0.46  C2 1.521, C4 1.384, C7 1.412
4 C -1.06 -1.85 0.14  C3 1.384, H13 1.094, H14 1.086
5 C -1.17 3.02 0.14  C6 1.465, H15 1.092, H16 1.083, H17 1.093
6 C -0.75 1.73 -0.41  C5 1.465, C7 1.381, H18 1.092
7 C -0.84 0.50 0.20  C3 1.412, C6 1.381, H19 1.090
8 H 2.30 -0.37 -0.36  C1 1.090
9 H 1.64 1.03 -1.23  C1 1.081
10 H 2.53 -0.19 -2.01  C1 1.090
11 H 0.05 -0.67 -2.48  C2 1.092
12 H 0.85 -1.92 -1.51  C2 1.088
13 H -0.94 -2.83 -0.32  C4 1.094
14 H -1.59 -1.90 1.09  C4 1.086
15 H -2.06 3.38 -0.37  C5 1.092
16 H -1.38 2.94 1.20  C5 1.083
17 H -0.37 3.76 0.03  C5 1.093
18 H -0.40 1.70 -1.45  C6 1.092
19 H -1.25 0.42 1.21  C7 1.090
20 H 1.24 -1.23 1.81  O22 0.960
21 H 2.14 -2.02 2.79  O22 0.968
22 O 1.28 -1.58 2.71  H20 0.960, H21 0.968

The energy relative to the best compared isomer or geometry (same formula, charge and spin) comes out at 0.297 eV. For the HOMO energy (alpha / beta), the calculation gives -0.530 / -0.544 Ha. The calculation puts the total energy at -9524.1582 eV. The calculation puts the molecular weight at 114.2 g mol⁻¹. Its LUMO energy (alpha / beta) is -4.83 / -7.64 eV. The multiplicity is 2. Its net charge is +1. Its expectation value of S² is 0.785.

4.
ORCA calculation (the ωB97M-V functional and the def2-TZVPD basis) on 2 unconnected molecules or ions with the total composition C7H14O4S.

Last columns: bonded neighbours and bond lengths (Å).
Element x y z (Å)
1 C 0.13 -2.91 -0.58  C2 1.523, H9 1.089, H10 1.091, H11 1.092
2 C 0.33 -1.42 -0.82  C1 1.523, S3 1.802, H12 1.092, H13 1.092
3 S -0.70 -0.34 0.20  C2 1.802, C4 1.793
4 C -2.32 -0.46 -0.57  S3 1.793, O5 1.436, H14 1.089, H15 1.086
5 O -3.25 -1.27 0.17  C4 1.436, C6 1.340
6 C -3.38 -2.56 -0.14  O5 1.340, O7 1.187, O8 1.373
7 O -3.54 -3.41 0.68  C6 1.187
8 O -3.47 -2.79 -1.49  C6 1.373, H16 0.963
9 H 0.22 -3.15 0.47  C1 1.089
10 H -0.86 -3.24 -0.91  C1 1.091
11 H 0.86 -3.49 -1.15  C1 1.092
12 H 0.20 -1.16 -1.88  C2 1.092
13 H 1.34 -1.12 -0.55  C2 1.092
14 H -2.24 -0.81 -1.60  C4 1.089
15 H -2.74 0.54 -0.57  C4 1.086
16 H -2.75 -3.37 -1.77  O8 0.963
17 C 3.47 3.05 1.37  C18 1.510, H21 1.087, H22 1.091, H23 1.091
18 C 2.16 2.49 0.89  C17 1.510, C19 1.510, O20 1.208
19 C 0.99 3.44 0.81  C18 1.510, H24 1.092, H25 1.091, H26 1.087
20 O 2.04 1.32 0.57  C18 1.208
21 H 4.23 2.27 1.38  C17 1.087
22 H 3.79 3.86 0.71  C17 1.091
23 H 3.35 3.46 2.37  C17 1.091
24 H 1.23 4.27 0.14  C19 1.092
25 H 0.79 3.86 1.80  C19 1.091
26 H 0.11 2.91 0.45  C19 1.087

The energy relative to the best compared isomer or geometry (same formula, charge and spin) comes out at 0.000 eV. As for the SMILES: CCSCOC(=O)O.CC(C)=O. For the HOMO energy, the calculation gives -0.328 Ha. The calculation puts the total energy at -26511.0354 eV. The calculation puts the molecular weight at 194.3 g mol⁻¹. Its LUMO energy is 0.68 eV.

5.
ORCA calculation (the ωB97M-V functional and the def2-TZVPD basis) on 2 unconnected molecules or ions with the total composition C7H14O5.

Last columns: bonded neighbours and bond lengths (Å).
Element x y z (Å)
1 C -1.67 0.13 3.32  O2 1.410, H7 1.091, H8 1.112, H9 1.099
2 O -1.38 1.11 2.35  C1 1.410, C3 1.412
3 C -0.81 0.69 1.12  O2 1.412, C4 1.528, C5 1.521, H10 1.122
4 C 0.67 0.36 1.31  C3 1.528, H11 1.107, H12 1.093, H13 1.110
5 C -1.02 1.89 0.22  C3 1.521, O6 1.416, H14 1.104, H15 1.099
6 O -2.39 2.23 0.14  C5 1.416, H16 0.974
7 H -2.13 0.61 4.18  C1 1.091
8 H -0.75 -0.39 3.69  C1 1.112
9 H -2.34 -0.64 2.91  C1 1.099
10 H -1.32 -0.20 0.67  C3 1.122
11 H 1.20 0.39 0.34  C4 1.107
12 H 0.81 -0.61 1.78  C4 1.093
13 H 1.15 1.11 1.97  C4 1.110
14 H -0.56 1.75 -0.78  C5 1.104
15 H -0.52 2.76 0.67  C5 1.099
16 H -2.88 1.44 -0.16  O6 0.974
17 C 2.25 -0.21 -3.35  O18 1.430, H23 1.095, H24 1.098, H25 1.090
18 O 1.98 -1.35 -2.53  C17 1.430, C19 1.327
19 C 0.83 -1.39 -1.88  O18 1.327, O20 1.204, C21 1.517
20 O 0.04 -0.49 -1.74  C19 1.204
21 C 0.66 -2.79 -1.31  C19 1.517, O22 1.198, H26 1.113
22 O -0.18 -3.07 -0.51  C21 1.198
23 H 1.47 0.54 -3.19  C17 1.095
24 H 2.24 -0.50 -4.41  C17 1.098
25 H 3.24 0.15 -3.08  C17 1.090
26 H 1.40 -3.51 -1.72  C21 1.113

The energy relative to the best compared isomer or geometry (same formula, charge and spin) comes out at 0.000 eV. As for the SMILES: CO[C@H](C)CO.COC(=O)C=O. For the HOMO energy, the calculation gives -0.347 Ha. The calculation puts the total energy at -17721.8007 eV. The calculation puts the molecular weight at 178.2 g mol⁻¹. Its LUMO energy is -0.59 eV.

6.
ORCA calculation (the ωB97M-V functional and the def2-TZVPD basis) on 2 unconnected molecules or ions with the total composition C7H14OS2 at a distorted geometry.

Last columns: bonded neighbours and bond lengths (Å).
Element x y z (Å)
1 O 1.86 -2.20 0.55  C2 1.210
2 C 0.69 -2.52 0.53  O1 1.210, C3 1.484, H6 1.118
3 C -0.30 -1.77 -0.27  C2 1.484, C4 1.489, S5 1.833, H7 1.081
4 C -1.36 -2.56 -0.96  C3 1.489, S5 1.791, H8 1.070, H9 1.101
5 S -1.96 -1.70 0.49  C3 1.833, C4 1.791
6 H 0.34 -3.41 1.11  C2 1.118
7 H 0.03 -0.88 -0.79  C3 1.081
8 H -1.31 -3.63 -0.87  C4 1.070
9 H -1.80 -2.19 -1.89  C4 1.101
10 C -1.50 3.14 -0.85  C11 1.549, H15 1.104, H16 1.107, H17 1.071
11 C -0.07 2.57 -1.00  C10 1.549, C12 1.510, H18 1.113, H19 1.056
12 C 0.34 1.58 0.07  C11 1.510, C13 1.532, S14 1.859, H20 1.084
13 C 0.24 2.07 1.52  C12 1.532, H21 1.113, H22 1.113, H23 1.094
14 S 2.09 1.02 -0.16  C12 1.859, H24 1.364
15 H -2.26 2.34 -0.91  C10 1.104
16 H -1.71 3.80 -1.72  C10 1.107
17 H -1.60 3.74 0.03  C10 1.071
18 H 0.07 2.12 -2.01  C11 1.113
19 H 0.55 3.41 -0.96  C11 1.056
20 H -0.31 0.74 -0.14  C12 1.084
21 H 0.81 3.01 1.64  C13 1.113
22 H 0.61 1.34 2.27  C13 1.113
23 H -0.81 2.23 1.78  C13 1.094
24 H 2.17 0.85 -1.51  S14 1.364

The energy relative to the best compared isomer or geometry (same formula, charge and spin) comes out at 1.756 eV. As for the SMILES: O=C[C@H]1CS1.CC[C@H](C)S. For the HOMO energy, the calculation gives -0.321 Ha. The calculation puts the total energy at -31202.7367 eV. The calculation puts the molecular weight at 178.3 g mol⁻¹. Its LUMO energy is 0.58 eV.